A molecular structure, Cl4N3P3 in a non-equilibrium geometry, computed with ωB97M-V with the def2-TZVPD basis set.

XYZ file:
```
10
Properties=species:S:1:pos:R:3:forces:R:3:lowdin_charge:R:1
N 0.570 1.119 0.535 2.07 0.17 1.37 -0.664
N 2.141 -0.094 -0.920 0.75 -1.31 -2.12 -0.872
N -1.763 -0.409 0.794 0.26 -3.11 0.65 -1.088
P 2.119 0.516 0.516 -0.28 0.31 0.79 0.622
P -0.540 0.589 -0.397 0.87 -0.62 -1.06 0.153
P -2.285 -1.852 0.102 0.37 1.81 1.99 0.506
Cl 3.480 -0.993 -1.657 -0.77 0.85 1.03 0.340
Cl -1.236 -0.459 2.461 -0.49 -0.29 -0.73 0.498
Cl -1.800 2.065 -0.258 -2.01 2.61 -0.46 0.264
Cl -2.645 -0.943 -1.585 -0.77 -0.43 -1.46 0.240
```
Positions in Å, forces in eV/Å.

The total charge is 0. The spin multiplicity is 1. The value obtained for the energy above the lowest of the compared OMol25 structures with the same formula, charge and spin is 494.59 kJ/mol. The value obtained for the LUMO energy is -2.745 eV. Its largest force on an atom is 3.3 eV/A. The value obtained for the HOMO-LUMO gap is 5.86 eV. The total energy is -3029.00759 a.u.